The following is a quantum chemistry calculation of C61H64CsN5O5P4S2 as an isolated structure, from the Open Molecules 2025 dataset.

Last column: Löwdin charge in e.
Cartesian coordinates (Å):
Cs (-0.49056, -0.71872, -0.39421)  1.319
S (1.93706, 2.06977, 1.88778)  0.938
S (-3.41259, -1.76975, 0.17008)  0.570
P (0.20465, -4.12312, -0.86893)  0.440
P (1.24121, -2.58252, -3.13310)  0.476
P (3.06639, 1.19937, -0.85852)  1.095
P (0.14376, -0.08348, 3.49727)  1.125
O (0.94985, -1.33090, -2.41605)  -0.519
O (0.51580, -2.94295, -0.03970)  -0.574
O (0.55419, -3.88898, -2.43687)  -0.271
O (-2.32978, 0.85236, -0.43913)  -0.558
O (2.30629, 1.67082, 3.28720)  -0.526
N (2.85157, -2.94195, -3.18638)  -0.262
N (-1.31549, -4.71310, -1.02133)  -0.279
N (-3.60489, 0.74014, -0.73797)  -0.249
N (0.63522, -2.66179, -4.65048)  -0.287
N (1.14759, -5.40169, -0.43756)  -0.300
C (0.10401, -1.45854, -5.28318)  -0.080
C (-1.39918, -1.10063, 3.49172)  -0.391
C (-1.68603, 4.79181, 2.45955)  -0.149
C (1.93754, -5.39196, 0.78513)  -0.093
C (3.51721, -1.76820, 1.93999)  -0.073
C (-0.56646, 1.56172, 3.98472)  -0.279
C (1.02676, -6.68698, -1.10258)  -0.095
C (2.73450, -0.81602, 6.60896)  -0.086
C (3.36400, 0.35721, -4.83737)  -0.087
C (3.88693, 5.51854, 2.63805)  -0.001
C (-3.56449, -2.87965, 3.51834)  -0.113
C (-3.23739, 4.94146, 4.32879)  -0.099
C (-1.95004, -5.12620, 0.23934)  -0.085
C (-0.51180, 2.69321, 3.10606)  -0.125
C (5.11758, 3.00652, -1.51905)  -0.070
C (4.84643, -1.67664, 2.32948)  -0.076
C (-2.26534, -3.36532, 3.43447)  -0.102
C (0.62886, -1.72623, 7.29903)  -0.087
C (-2.26187, -4.29306, -2.05987)  -0.089
C (1.96685, -1.47032, 7.56241)  -0.099
C (-5.56417, 1.74178, -1.66906)  -0.090
C (0.13555, 4.00032, 1.14913)  -0.060
C (5.66637, -0.71252, 1.75759)  -0.074
C (4.14253, 2.68264, -0.60399)  -0.298
C (5.30290, -0.65133, -3.84264)  -0.092
C (6.61585, 6.16898, 0.10826)  -0.101
C (0.37372, 2.96477, 2.01835)  -0.295
C (4.89800, -0.19892, -2.59398)  -0.108
C (4.82533, 4.66848, 0.60551)  -0.087
C (-2.33046, 3.73492, 4.43564)  -0.155
C (3.47123, -3.10455, -1.86457)  -0.081
C (3.95762, 3.55984, 0.53032)  -0.126
C (5.16050, 0.15667, 0.79886)  -0.091
C (3.83284, 0.06336, 0.38486)  -0.388
C (3.02249, 3.48424, 1.60900)  -0.294
C (3.72853, 0.54436, -2.45006)  -0.388
C (3.00843, 4.42223, 2.61279)  -0.053
C (4.79703, 5.63682, 1.62622)  -0.150
C (0.06189, -1.32810, 6.09454)  -0.102
C (5.98195, 4.12424, -1.40463)  -0.014
C (-6.29239, 0.59036, -1.36189)  -0.098
C (4.53725, -0.37421, -4.96700)  -0.091
C (0.32225, -3.91061, -5.32852)  -0.104
C (2.96357, 0.80849, -3.58601)  -0.114
C (2.16970, -0.41811, 5.40420)  -0.092
C (-2.23909, 2.73992, 5.36225)  -0.008
C (-2.79019, 5.66037, 3.02306)  -0.098
C (-4.26651, -0.44031, -0.46666)  -0.674
C (-1.37424, 1.65079, 5.09416)  -0.077
C (-3.77995, -1.51290, 3.54001)  -0.108
C (-1.19713, -2.48323, 3.41050)  -0.126
C (-4.23775, 1.77717, -1.33978)  -0.044
C (-2.70721, -0.62820, 3.51479)  -0.091
C (5.84245, 4.94674, -0.33300)  -0.162
C (-0.92721, 4.91205, 1.33119)  -0.006
C (3.01747, -0.90449, 0.97767)  -0.154
C (3.35978, -3.90028, -4.15455)  -0.101
C (5.85283, 6.68559, 1.35865)  -0.101
C (-1.46696, 3.70112, 3.32338)  -0.085
C (0.82039, -0.66111, 5.12989)  -0.333
C (-5.64665, -0.46686, -0.77129)  -0.107
H (-4.79164, -1.12648, 3.55498)  0.106
H (5.49762, -0.42819, -1.72098)  0.100
H (4.85491, -0.72442, -5.94194)  0.101
H (-0.98119, -1.54953, 5.91145)  0.100
H (0.58216, -1.29322, -6.25215)  0.085
H (1.97555, -0.97491, 0.69554)  0.007
H (6.69964, -0.62339, 2.07084)  0.102
H (-1.74069, -3.77684, -2.86237)  0.069
H (-6.16705, -1.38144, -0.52707)  0.094
H (2.85622, -2.48950, 2.40636)  0.102
H (-0.97350, -1.55621, -5.44007)  0.089
H (3.34200, -4.12651, -1.48630)  0.081
H (2.29899, 4.29330, 3.42280)  0.122
H (-2.90134, 0.43562, 3.51586)  0.103
H (0.82684, 4.16473, 0.32954)  0.116
H (0.64256, -4.76440, -4.73717)  0.074
H (5.38553, 7.65276, 1.16322)  0.118
H (5.24492, 2.37163, -2.38505)  0.092
H (1.51944, -6.07907, 1.52842)  0.086
H (0.81602, -3.95463, -6.30314)  0.087
H (5.23665, -2.33995, 3.09202)  0.103
H (-4.28080, 4.62846, 4.27092)  0.116
H (6.67636, 6.92192, -0.67810)  0.115
H (2.40703, -1.78124, 8.50233)  0.097
H (2.96761, -5.69722, 0.57813)  0.084
H (0.28807, -0.59633, -4.64778)  0.070
H (6.51299, 6.82149, 2.21576)  0.116
H (-2.74720, -5.17832, -2.48127)  0.088
H (-1.40292, 0.80971, 5.77699)  0.102
H (0.01907, -2.24051, 8.03255)  0.100
H (-1.20387, -5.20985, 1.03098)  0.075
H (6.73727, 4.29648, -2.16306)  0.113
H (4.53667, -2.88583, -1.93792)  0.086
H (3.83182, 6.23473, 3.44877)  0.116
H (1.95322, -4.38664, 1.19827)  0.058
H (-4.40366, -3.56419, 3.53292)  0.103
H (2.77415, 0.09190, 4.66518)  0.074
H (3.12126, -4.93844, -3.88427)  0.087
H (3.03007, -2.41153, -1.15139)  0.063
H (2.75777, 0.57031, -5.70984)  0.100
H (-1.07687, 5.71714, 0.62197)  0.114
H (-0.75676, -3.99564, -5.48895)  0.088
H (-2.85795, 2.73000, 6.25226)  0.114
H (-3.59923, 2.62929, -1.51900)  0.126
H (-6.01673, 2.59974, -2.14518)  0.097
H (1.99082, -6.99827, -1.51562)  0.083
H (0.69072, -7.45832, -0.40247)  0.086
H (0.30450, -6.62550, -1.91371)  0.076
H (7.64037, 5.89074, 0.36183)  0.118
H (5.80484, 0.92360, 0.38275)  0.106
H (4.44573, -3.80122, -4.19573)  0.085
H (-2.08766, -4.43406, 3.39686)  0.098
H (-2.69836, -4.39806, 0.55508)  0.039
H (-3.61374, 5.76136, 2.31531)  0.116
H (-2.42755, -6.10120, 0.11305)  0.090
H (2.96597, -3.68551, -5.14569)  0.072
H (-2.41944, 6.66570, 3.22797)  0.115
H (6.22067, -1.21931, -3.94005)  0.104
H (-0.18261, -2.86741, 3.36233)  0.105
H (2.04227, 1.37147, -3.48228)  0.103
H (-3.01764, -3.62423, -1.64733)  0.018
H (-7.34859, 0.52964, -1.59259)  0.100
H (3.78162, -0.61389, 6.80071)  0.100
H (-3.14670, 5.58997, 5.20067)  0.114

Properties
Energy relative to the best compared isomer or geometry (same formula, charge and spin) ... 0.717 eV
Electronic energy ... -5194.93850 Ha


The following is a quantum chemistry calculation of C46H54AsN6O6S2Tl as an isolated structure, from the Open Molecules 2025 dataset.

Last column: Löwdin charge in e.
Cartesian coordinates (Å):
Tl (-0.34574, -0.36390, -0.00085)  0.835
As (-3.18050, 3.16672, -1.10491)  0.742
S (-2.57542, 1.12919, -1.37260)  0.123
S (-2.23063, 3.08083, 3.95816)  1.053
O (2.13060, -4.23322, 2.28396)  0.025
O (-4.16614, -2.73189, 1.71028)  0.013
O (-6.31085, -1.97314, -0.57094)  0.102
O (-2.31380, -1.44160, 1.26582)  -0.204
O (-6.66497, -4.17824, -0.76758)  0.094
O (1.71037, -1.92436, -4.24474)  0.029
N (-0.85663, 1.83913, 2.13892)  0.018
N (1.15199, -0.38340, -2.65819)  0.128
N (1.49767, -2.45600, -0.74226)  0.087
N (-2.10698, -3.26501, -1.01187)  0.111
N (-2.52676, -3.90672, -2.16408)  -0.005
N (1.42085, -2.04811, 2.15565)  0.181
C (1.04312, -0.40361, 5.43481)  -0.028
C (-2.47346, -0.14818, -4.70278)  -0.081
C (1.24329, 3.07647, -3.91816)  -0.046
C (-0.56676, 3.61170, 3.70346)  -0.444
C (-1.66674, 4.35695, -0.77296)  -0.237
C (1.30103, -4.04390, -2.52705)  -0.008
C (2.13089, 3.94198, 2.97693)  -0.071
C (-0.66547, -1.01206, -6.33334)  -0.051
C (1.71810, -3.23984, 1.66382)  -0.479
C (0.23484, 4.44492, 4.49201)  -0.080
C (-5.85422, -3.07875, -0.83621)  -0.452
C (4.12981, -0.74930, 1.24035)  -0.054
C (1.32035, 3.11527, 2.17396)  -0.008
C (-3.89762, 3.79591, -2.80747)  -0.255
C (-4.42355, -3.38000, -1.10199)  -0.061
C (-0.67635, -3.31656, 4.21654)  -0.039
C (3.87653, 1.30119, -2.52882)  -0.038
C (1.53912, 1.94314, -3.16241)  -0.108
C (-0.95845, -0.51150, -4.87058)  -0.341
C (5.61799, -1.04868, 3.17467)  -0.096
C (1.76410, -1.50216, 3.37279)  -0.128
C (-4.54552, 3.22748, 0.31509)  -0.216
C (-0.40945, 1.88253, -5.14481)  -0.053
C (1.48866, -4.76673, -0.23654)  0.022
C (-3.21818, -2.28819, 0.99186)  -0.601
C (4.23722, -1.42871, 2.62249)  -0.353
C (1.43684, -2.73023, -2.04024)  -0.204
C (-0.64250, -1.76197, 4.08242)  -0.359
C (1.35990, -5.09216, -1.60937)  -0.025
C (2.28389, 0.16238, 5.53856)  -0.060
C (-0.01185, 2.88040, 2.60772)  -0.303
C (-1.74027, -1.18112, 5.00254)  -0.079
C (0.88163, 0.68421, -3.45937)  -0.157
C (1.59697, 4.52359, 4.14669)  -0.086
C (-0.11101, 0.68417, -4.50501)  -0.105
C (-3.87419, -4.03502, -2.18348)  -0.063
C (1.56019, -3.42539, 0.14466)  -0.197
C (3.34044, -0.16931, 4.67923)  -0.030
C (2.89067, 3.42441, -1.58080)  -0.082
C (1.47454, -1.61401, -3.05502)  -0.465
C (-1.96865, 1.84561, 2.83130)  -0.520
C (0.74029, -1.21957, 4.33413)  -0.094
C (-3.21138, -2.97825, -0.31721)  -0.136
C (3.13074, -1.05056, 3.61963)  -0.074
C (2.57012, 2.00320, -2.07147)  -0.379
C (0.28984, 3.03480, -4.90082)  -0.079
H (3.19235, 4.07285, 2.79071)  0.102
H (3.93750, 0.34211, 1.36556)  0.092
H (0.27861, -0.25409, 6.21503)  0.115
H (2.15542, 1.41299, -1.27832)  0.091
H (-0.55443, -3.65005, 5.28769)  0.095
H (-1.37489, -1.81708, -6.58521)  0.074
H (-4.38510, 4.77519, -2.70961)  0.037
H (-3.07186, 3.84654, -3.51211)  0.022
H (1.32253, -6.11841, -1.98295)  0.109
H (-3.08576, -1.04365, -4.79612)  0.071
H (2.25364, 5.09578, 4.79478)  0.101
H (-2.81374, 0.59231, -5.45248)  0.076
H (3.64619, 0.29194, -2.92531)  0.079
H (0.05620, 3.92798, -5.49631)  0.114
H (-5.23820, 2.43617, -0.04792)  0.054
H (4.17046, -2.48394, 2.48611)  0.120
H (5.80489, -1.47404, 4.18542)  0.090
H (-4.62525, 3.02219, -3.19707)  0.061
H (-6.12280, -4.99155, -0.77682)  0.119
H (-4.96033, 4.21926, 0.26083)  0.025
H (-1.67546, -3.72205, 3.94892)  0.087
H (-1.51655, -1.42236, 6.06375)  0.079
H (-0.75412, -1.36511, -4.16694)  0.128
H (-0.79827, -0.20392, -7.08118)  0.078
H (3.57313, 3.37840, -0.69638)  0.088
H (0.10706, -3.81087, 3.59942)  0.065
H (-1.82058, -4.15382, -2.86923)  0.153
H (-0.13377, 4.94798, 5.37214)  0.104
H (4.38935, 1.88868, -3.31112)  0.089
H (-2.65573, 0.25249, -3.70209)  -0.033
H (1.26218, -4.23795, -3.60305)  0.119
H (-0.99345, 3.82982, -0.06766)  0.020
H (6.42406, -1.34998, 2.46934)  0.085
H (0.34778, -1.43471, -6.39670)  0.069
H (-4.05948, 2.94601, 1.25182)  0.008
H (1.71565, 2.55911, 1.30073)  0.106
H (5.70879, 0.05966, 3.23327)  0.083
H (-1.17618, 1.95628, -5.91121)  0.113
H (-2.75311, 1.09466, 2.60852)  0.101
H (5.06095, -0.97298, 0.69359)  0.083
H (2.49314, 0.88246, 6.34081)  0.114
H (-4.40381, -4.60939, -2.95564)  0.135
H (-2.06142, 5.28092, -0.29900)  0.047
H (4.55263, 1.19903, -1.65647)  0.079
H (3.30815, -1.19019, 0.65072)  0.050
H (4.35599, 0.16253, 4.92430)  0.104
H (1.94670, 3.94762, -1.34206)  0.075
H (1.81979, 3.98245, -3.74614)  0.104
H (3.37785, 4.03029, -2.35580)  0.074
H (-2.75204, -1.59657, 4.70957)  0.106
H (-1.20199, 4.53207, -1.75720)  0.035
H (1.52326, -5.51366, 0.55939)  0.119
H (-1.75502, -0.08360, 4.97104)  0.051
H (-0.95948, -1.54056, 3.02018)  0.109

Properties
Electronic energy ... -5769.76938 Ha